P | Molecular formula: C5H9F
Method: DFT, the ωB97M-V functional and the def2-TZVPD basis

Each line ends with the Mulliken charge.
CARTESIAN COORDINATES (ANGSTROEM)
C (2.200, -0.166, 0.276)  -0.833
C (0.913, -0.690, -0.469)  -0.323
C (-0.285, 0.127, -0.065)  0.489
C (-1.255, -0.423, 0.897)  -0.676
C (-1.654, -0.422, -0.571)  -0.607
H (1.656, 1.082, 0.517)  0.223
H (3.330, 0.049, -0.395)  0.247
H (2.360, -0.862, 1.221)  0.226
H (0.838, -1.797, -0.324)  0.344
H (0.906, -0.551, -1.676)  0.233
H (-1.360, -1.501, 1.239)  0.243
H (-1.745, 0.202, 1.747)  0.233
H (-2.153, 0.649, -0.810)  0.223
H (-1.951, -1.390, -1.091)  0.292
F (-0.155, 1.508, -0.093)  -0.314

LUMO: 1.0 eV
Highest occupied orbital energy: -9.943 eV
Orbital gap: 10.97 eV

Q | Molecular formula: C5H9F
Method: DFT, the ωB97M-V functional and the def2-TZVPD basis

Each line ends with the Mulliken charge.
CARTESIAN COORDINATES (ANGSTROEM)
C (-2.089, 1.104, 0.167)  -1.153
C (-0.630, 0.669, 0.310)  -0.154
C (0.045, -0.259, -0.358)  0.467
C (-0.381, -0.833, -1.651)  -1.324
C (1.379, -0.679, 0.225)  -0.412
F (1.713, 0.024, 1.388)  -0.302
H (-2.637, 0.421, -0.522)  0.310
H (-2.181, 2.146, -0.199)  0.268
H (-2.598, 1.055, 1.109)  0.329
H (-0.010, 1.227, 0.969)  0.409
H (-0.848, -1.805, -1.408)  0.290
H (0.528, -0.899, -2.248)  0.387
H (-1.112, -0.198, -2.173)  0.332
H (2.103, -0.402, -0.530)  0.264
H (1.400, -1.772, 0.361)  0.289

SMILES string: C/C=C(\C)CF
LUMO: 1.1 eV
Highest occupied orbital energy: -8.839 eV
Orbital gap: 9.89 eV

Most stable: Q (next structure +321.6 kJ/mol)

P | Molecular formula: C2H9NOS2
Method: DFT, the ωB97M-V functional and the def2-TZVPD basis

Each line ends with the Mulliken charge.
CARTESIAN COORDINATES (ANGSTROEM)
C (-1.021, 1.658, 0.163)  -0.764
S (-2.366, 2.034, 1.315)  -0.053
S (-1.388, 2.907, 2.900)  -0.216
H (-0.572, 2.553, -0.252)  0.362
H (-0.243, 1.083, 0.665)  0.260
H (-1.499, 1.062, -0.601)  0.242
H (-1.429, 4.177, 2.476)  0.156
N (1.226, -1.191, -1.486)  -0.463
C (1.406, -2.390, -0.738)  -0.278
O (0.488, -2.601, 0.324)  -0.518
H (1.424, -0.355, -0.975)  0.209
H (0.529, -1.218, -2.202)  0.221
H (2.387, -2.378, -0.282)  0.277
H (1.368, -3.246, -1.414)  0.282
H (-0.310, -2.096, 0.107)  0.283

SMILES string: CSS.NCO
LUMO: 0.5 eV
Highest occupied orbital energy: -9.290 eV
Orbital gap: 9.81 eV

Q | Molecular formula: C2H9NOS2
Method: DFT, the ωB97M-V functional and the def2-TZVPD basis

Each line ends with the Mulliken charge.
CARTESIAN COORDINATES (ANGSTROEM)
N (0.422, -2.293, -0.191)  -0.526
C (0.588, -1.029, -0.875)  -0.521
C (-0.014, 0.237, -0.103)  -0.499
S (0.563, 0.323, 1.565)  -0.087
S (0.209, 2.105, 2.351)  -0.231
H (-0.456, -2.742, -0.404)  0.242
H (0.550, -2.263, 0.809)  0.240
H (1.626, -0.727, -1.049)  0.311
H (-0.008, -1.048, -1.797)  0.257
H (0.362, 1.048, -0.772)  0.330
H (-1.087, 0.182, -0.221)  0.345
H (-0.925, 1.945, 3.045)  0.140
O (-1.889, -1.573, -5.651)  -0.633
H (-0.947, -1.653, -5.801)  0.320
H (-2.062, -0.881, -5.025)  0.312

SMILES string: NCCSS.O
LUMO: 0.5 eV
Highest occupied orbital energy: -9.167 eV
Orbital gap: 9.62 eV

R | Molecular formula: C2H9NOS2
Method: DFT, the ωB97M-V functional and the def2-TZVPD basis

Each line ends with the Mulliken charge.
CARTESIAN COORDINATES (ANGSTROEM)
C (1.141, -1.960, 1.997)  -0.727
S (2.113, -1.530, 0.641)  -0.038
S (1.270, 0.429, 0.447)  -0.212
H (0.792, -1.018, 2.725)  0.239
H (0.330, -2.521, 1.483)  0.276
H (1.612, -2.721, 2.680)  0.313
H (-0.105, 0.351, 0.232)  0.145
N (-2.803, 2.437, -0.805)  -0.485
C (-2.035, 1.298, -1.156)  -0.146
O (-2.457, 0.362, -2.269)  -0.561
H (-2.422, 3.329, -1.193)  0.244
H (-3.797, 2.356, -1.001)  0.221
H (-2.063, 0.667, -0.284)  0.178
H (-0.981, 1.622, -1.437)  0.237
H (-2.853, -0.425, -1.877)  0.317

SMILES string: CSS.NCO
LUMO: 0.2 eV
Highest occupied orbital energy: -8.818 eV
Orbital gap: 9.03 eV

Most stable: P (next structure +13.5 kJ/mol)

P | Molecular formula: C5H13IN
Method: DFT, the ωB97M-V functional and the def2-TZVPD basis

Each line ends with the Mulliken charge.
CARTESIAN COORDINATES (ANGSTROEM)
C (-2.276, -0.425, -1.298)  -1.128
C (-1.304, -0.442, -0.077)  -0.451
N (0.002, 0.029, -0.698)  -0.357
C (1.315, 0.348, 0.204)  0.341
C (0.743, 1.396, 1.197)  -1.435
C (1.518, -1.044, 0.795)  -1.705
I (2.815, 1.151, -1.099)  0.307
H (-2.229, 0.667, -1.790)  0.301
H (-2.043, -1.224, -2.082)  0.323
H (-3.176, -0.705, -0.922)  0.447
H (-1.100, -1.379, 0.412)  0.361
H (-1.696, 0.150, 0.652)  0.387
H (0.375, -0.529, -1.421)  0.422
H (-0.164, 0.890, -1.213)  0.444
H (0.186, 2.093, 0.727)  0.564
H (0.300, 1.058, 2.210)  0.297
H (1.714, 1.994, 1.538)  0.392
H (1.802, -1.653, 0.049)  0.567
H (0.787, -1.426, 1.430)  0.478
H (2.434, -0.949, 1.384)  0.445

SMILES string: CC[NH2+]C(C)(C)I
LUMO: -3.7 eV
Highest occupied orbital energy: -13.977 eV
Orbital gap: 10.32 eV
Total charge: +1

Q | Molecular formula: C5H13IN
Method: DFT, the ωB97M-V functional and the def2-TZVPD basis

Each line ends with the Mulliken charge.
CARTESIAN COORDINATES (ANGSTROEM)
C (1.892, -0.910, 0.377)  -0.861
N (0.970, 0.204, 0.693)  -0.119
C (-0.367, 0.272, -0.036)  0.876
C (-1.266, 1.173, 0.781)  -1.797
C (-0.126, 0.810, -1.434)  -1.451
C (-0.889, -1.320, -0.174)  -1.378
I (-2.990, -1.394, -0.664)  0.135
H (2.016, -1.010, -0.699)  0.333
H (2.867, -0.719, 0.820)  0.365
H (1.510, -1.846, 0.775)  0.366
H (0.781, 0.189, 1.704)  0.402
H (1.449, 1.090, 0.489)  0.435
H (-1.601, 0.701, 1.702)  0.434
H (-2.144, 1.451, 0.205)  0.467
H (-0.740, 2.098, 1.027)  0.476
H (0.624, 0.232, -1.969)  0.397
H (0.183, 1.853, -1.408)  0.468
H (-1.047, 0.755, -2.010)  0.372
H (-0.347, -1.818, -0.963)  0.514
H (-0.775, -1.812, 0.786)  0.565

SMILES string: C[NH2+]C(C)(C)CI
LUMO: -3.4 eV
Highest occupied orbital energy: -13.008 eV
Orbital gap: 9.61 eV
Total charge: +1

R | Molecular formula: C5H13IN
Method: DFT, the ωB97M-V functional and the def2-TZVPD basis

Each line ends with the Mulliken charge.
CARTESIAN COORDINATES (ANGSTROEM)
C (0.808, -1.696, -1.323)  -1.178
C (0.710, -1.926, 1.212)  -1.167
C (-0.650, 1.979, -1.106)  -0.938
C (-1.015, 1.482, 1.248)  -0.958
C (1.170, -1.233, 0.012)  0.633
N (-0.917, 0.982, -0.100)  -0.143
I (2.507, 0.329, 0.193)  0.383
H (1.617, -2.331, -1.706)  0.414
H (-0.098, -2.300, -1.310)  0.347
H (0.718, -0.876, -2.036)  0.358
H (0.877, -3.004, 1.111)  0.359
H (1.186, -1.573, 2.124)  0.437
H (-0.375, -1.820, 1.314)  0.308
H (-1.369, 2.806, -1.076)  0.346
H (0.343, 2.400, -0.936)  0.286
H (-0.686, 1.528, -2.095)  0.307
H (-1.063, 0.647, 1.947)  0.260
H (-0.137, 2.087, 1.470)  0.339
H (-1.904, 2.106, 1.403)  0.359
H (-1.721, 0.413, -0.348)  0.250

LUMO (alpha / beta): -6.1 / -6.1 eV
Highest occupied orbital energy (alpha / beta): -12.636 / -12.636 eV
Orbital gap (alpha / beta): 6.55 / 6.55 eV
Total charge: +1

Most stable: Q (next structure +153.8 kJ/mol)

P | Molecular formula: CHClO3S
Method: DFT, the ωB97M-V functional and the def2-TZVPD basis

Each line ends with the Mulliken charge.
CARTESIAN COORDINATES (ANGSTROEM)
C (-0.066, -0.716, -0.967)  0.110
O (0.971, -0.946, -0.668)  -0.031
O (3.524, 0.437, -1.323)  -0.421
O (2.762, 1.029, 0.870)  -0.371
S (2.444, 0.891, -0.512)  0.706
Cl (3.587, -1.573, 1.024)  -0.345
H (3.852, -0.518, 0.063)  0.353

LUMO: -1.4 eV
Highest occupied orbital energy: -10.806 eV
Orbital gap: 9.44 eV

Q | Molecular formula: CHClO3S
Method: DFT, the ωB97M-V functional and the def2-TZVPD basis

Each line ends with the Mulliken charge.
CARTESIAN COORDINATES (ANGSTROEM)
C (-1.154, 4.493, -0.152)  0.129
O (-1.922, 3.913, 0.433)  -0.129
O (3.230, 1.989, -0.741)  -0.369
O (3.716, -0.093, 0.404)  -0.372
S (2.853, 1.079, 0.338)  0.683
Cl (0.560, -0.267, -0.545)  -0.229
H (-0.744, -0.577, -0.662)  0.288

LUMO: -1.3 eV
Highest occupied orbital energy: -11.733 eV
Orbital gap: 10.43 eV

Most stable: Q (next structure +96.1 kJ/mol)